Record 1
Formula: C36H48As2BiN6O8S2
Source: the Open Molecules 2025 dataset
Level of theory: ωB97M-V with the def2-TZVPD basis set

Cartesian coordinates (Å):
Bi  0.2182  0.0011  0.6513
As  2.0471  2.1800  -1.8968
As  2.7020  -0.6273  1.6585
S  0.6716  2.0922  2.1738
S  -0.3635  4.8245  1.3594
O  0.3666  -0.6271  -4.0031
O  -5.5530  -1.8825  -5.3019
O  -4.1225  -0.5013  -6.1284
O  0.1373  0.5480  -2.1307
O  -2.8763  -3.7795  -0.2798
O  -1.6538  -1.3742  -0.5555
O  -4.9464  -3.3875  -0.7254
O  2.2316  1.4121  -0.4673
N  1.2018  -2.1891  -0.5957
N  -2.4391  1.0598  2.3000
N  0.5571  -3.4770  -2.2576
N  -1.0226  2.5880  0.2159
N  -3.7517  -3.1867  -0.8973
N  -4.5068  -1.2428  -5.2317
C  -1.6215  -3.2873  4.0378
C  -0.6422  -3.6412  3.1288
C  -3.3603  -2.2660  -1.8945
C  -1.5525  4.8585  0.0852
C  -0.2635  -0.2464  -3.0114
C  -0.2549  -4.3615  -3.0445
C  -2.6786  3.3258  -1.4205
C  3.6039  -1.0940  4.5683
C  -2.4436  -0.7636  -4.0129
C  -0.2686  3.0494  1.1465
C  -0.4787  -1.3338  2.3727
C  -2.9634  2.3697  2.6267
C  -3.7193  -1.3627  -4.0764
C  3.6355  -2.3526  1.1794
C  2.0214  -1.9730  -1.6639
C  1.6439  -2.7733  -2.6984
C  -2.2267  5.9337  -0.4604
C  -3.1318  5.6941  -1.4794
C  -1.9102  0.4352  3.5048
C  -2.1614  -1.4636  -1.6908
C  -0.0818  -2.6681  2.3203
C  0.3339  -3.0947  -0.9881
C  3.3208  3.6927  -1.6824
C  2.4864  -0.6225  3.6455
C  -1.7663  3.5451  -0.3932
C  -3.4446  0.2416  1.6537
C  -1.6823  -0.8084  -2.8839
C  0.5518  3.2949  -2.4560
C  -4.1490  -2.1506  -3.0181
C  4.6300  -3.0398  2.1095
C  2.8230  1.2328  -3.4152
C  -1.4487  -0.9869  3.3171
C  -1.9961  -1.9617  4.1475
C  -3.3518  4.4048  -1.9547
C  4.3553  1.8063  2.1887
C  4.3748  0.4716  1.4639
H  -2.9872  -0.6775  1.2906
H  -0.4613  -3.4896  -0.3844
H  4.5562  -0.6254  4.3259
H  2.2516  0.4239  3.8610
H  -1.0639  1.0515  3.8375
H  3.7674  0.7807  -3.1040
H  2.8488  -3.0579  0.9213
H  0.3210  -5.2357  -3.3618
H  2.0278  -2.8926  -3.6897
H  4.3440  1.6692  3.2680
H  -4.0556  4.2465  -2.7592
H  -4.2800  -0.0155  2.3265
H  -2.7355  -1.6797  4.8878
H  -5.0766  -2.7015  -3.0882
H  -3.8442  0.7968  0.8061
H  5.2324  -0.1331  1.7841
H  -2.0605  -0.2684  -4.8934
H  3.7208  -2.1715  4.5184
H  0.8112  3.6815  -3.4408
H  2.8031  -1.2390  -1.6154
H  3.3510  -0.8381  5.5964
H  4.4497  0.6474  0.3883
H  -3.6706  6.5244  -1.9132
H  -2.0475  6.9353  -0.1032
H  1.5812  -1.1977  3.8500
H  -0.3711  2.7361  -2.5221
H  0.6882  -2.9540  1.6172
H  3.4684  2.3624  1.8973
H  -2.6722  0.4558  4.3114
H  5.2387  2.3869  1.9247
H  -2.8332  2.3218  -1.7846
H  0.4377  4.1325  -1.7689
H  5.3687  -2.3461  2.5104
H  4.1192  -3.5290  2.9337
H  4.1520  -2.0873  0.2503
H  3.3449  4.3494  -2.5527
H  3.0080  1.9329  -4.2300
H  5.1563  -3.8087  1.5432
H  -2.0877  -4.0365  4.6611
H  -0.3243  -4.6710  3.0454
H  -3.3458  2.8467  1.7230
H  -2.1626  2.9915  3.0311
H  2.1340  0.4547  -3.7468
H  -3.7816  2.3291  3.3706
H  -1.1040  -4.6904  -2.4450
H  -0.6104  -3.8325  -3.9325
H  2.9931  4.2704  -0.8151
H  4.3214  3.3155  -1.4717

Results
Electronic energy (Ha): -7813.508556
LUMO (eV): 2.3
Maximum force (eV/A): 2.9
Charge: -1
2S+1: 1

Atomic partial charges in e from the Mulliken method, atoms 1 to 8:
1. Bi 2.72
2. As 0.45
3. As 1.17
4. S -0.92
5. S -0.49
6. O -0.85
7. O -0.68
8. O -0.67

---

Record 2
Formula: C25H32Br2F11N5O7PS2
Source: the Open Molecules 2025 dataset
Level of theory: ωB97M-V with the def2-TZVPD basis set

Cartesian coordinates (Å):
Br  8.1369  1.7113  -7.2011
Br  6.8708  1.3114  -3.7549
S  4.9978  1.1512  0.2300
S  3.8548  0.6842  -2.6710
P  -1.9908  1.2018  3.4536
F  -3.9835  -0.0308  0.3785
F  0.5887  -1.0097  1.3058
F  -6.1005  -1.8393  -0.7512
F  -5.7914  -4.0551  -2.4638
F  -4.8096  -1.8662  1.9691
F  -0.3713  -5.1079  3.2975
F  -5.3882  -5.4785  -0.5937
F  -3.2731  -1.4515  -1.3242
F  -3.4131  -3.7028  1.2570
F  -3.5439  -4.3427  -1.5893
F  -6.2833  -3.5981  0.8216
O  -1.8501  2.8648  4.0696
O  -2.2689  -2.1069  3.4517
O  1.0929  -4.0362  1.7107
O  -1.7310  0.3826  4.9950
O  -3.4186  2.7920  0.9643
O  -0.9937  -2.5255  0.0953
O  -3.5059  0.7873  3.1567
N  0.0832  -2.5734  3.5175
N  4.8784  -1.4582  -0.9330
N  5.2227  -3.7255  -0.0963
N  -1.0371  -0.3394  -0.7720
N  -0.8426  0.8100  2.1221
C  -1.9851  3.0203  0.9714
C  6.2517  2.4858  -5.1849
C  5.0016  -2.3520  -2.1787
C  -1.0834  -1.7685  2.8962
C  0.2940  -3.8791  2.7848
C  -4.8611  3.3996  -0.9981
C  -3.1579  -1.2824  0.1860
C  1.1583  0.5206  3.9542
C  -1.5949  -1.1711  0.4071
C  5.2156  -3.8793  -1.6192
C  1.3558  1.5850  -1.5693
C  -1.1848  1.0974  -0.5532
C  -4.9539  -4.1698  -1.2121
C  4.6268  0.0501  -1.0488
C  2.4079  -0.3295  3.7823
C  -0.8399  -0.6599  1.7215
C  -4.1919  3.9292  0.4379
C  -5.3209  -2.9824  -0.1736
C  -4.0576  -2.4694  0.7999
C  6.3087  1.7913  -6.5252
C  -0.9671  1.7541  0.9135
C  1.9630  0.4344  -2.5624
C  0.5213  1.2744  2.6888
C  -0.2439  1.8721  -1.7047
C  5.0412  -2.2800  0.3489
H  6.8610  3.3929  -5.1381
H  1.5470  0.4395  -3.6554
H  -5.7756  2.6978  -0.6943
H  -0.6027  1.4104  -2.7382
H  5.0333  -1.9064  1.4588
H  -2.2223  0.8764  5.7147
H  -1.7918  3.5656  -0.0829
H  5.9327  0.7648  -6.4993
H  0.0441  2.3811  0.7345
H  0.8389  0.6115  5.1018
H  5.3219  -4.8625  -2.2580
H  -2.2911  1.3895  -0.9034
H  2.8808  -0.9776  4.6336
H  1.6045  1.3795  -0.4196
H  -0.1354  -0.7060  -1.1102
H  -1.6646  3.8869  1.7306
H  0.4467  2.4351  2.9648
H  5.7528  2.3584  -7.2767
H  4.9391  -1.9840  -3.3117
H  1.3982  1.2579  1.8780
H  -3.5414  4.8990  0.2427
H  -0.1413  -2.7360  4.5413
H  2.8467  -0.3385  2.6720
H  -4.0910  2.7635  -1.6328
H  1.8438  -0.6175  -2.0130
H  5.2191  2.7321  -4.9215
H  -5.0772  4.2802  1.1463
H  1.9146  2.6067  -1.8141
H  -1.0597  -2.6740  -0.9113
H  -1.0804  2.9024  4.7397
H  -5.2867  4.3065  -1.6325
H  -0.4970  3.0251  -1.7536

Results
Electronic energy (Ha): -9155.464810
LUMO (eV): -4.7
Maximum force (eV/A): 11.2
Charge: +1
2S+1: 1

Atomic partial charges in e from the Mulliken method, atoms 1 to 8:
1. Br -0.12
2. Br -0.11
3. S -0.15
4. S -0.01
5. P 0.80
6. F -0.32
7. F -0.50
8. F -0.26

---

Record 3
Formula: C6H10O
Source: the Open Molecules 2025 dataset
Level of theory: ωB97M-V with the def2-TZVPD basis set

Cartesian coordinates (Å):
O  -0.6766  1.2490  2.0577
C  1.2101  -0.9884  -0.1012
C  -0.1410  0.5642  -1.4924
C  0.4589  -0.8390  -1.3926
C  -0.3046  0.5239  1.0413
C  0.8290  -0.3725  1.0371
C  -0.9669  0.8821  -0.2498
H  2.0792  -1.6408  -0.0786
H  -0.7702  -0.9128  2.5328
H  -1.8964  0.2921  -0.2399
H  -0.6110  0.4717  2.7605
H  1.1230  -1.0318  -2.2419
H  -1.2760  1.9309  -0.1852
H  1.3763  -0.4903  1.9644
H  -0.7656  0.6621  -2.3858
H  0.6731  1.2935  -1.5812
H  -0.3413  -1.5940  -1.4449

Results
Electronic energy (Ha): -309.697883
LUMO (alpha / beta) (eV): -0.7 / -0.5
Maximum force (eV/A): 0.5
Charge: 0
2S+1: 1

Atomic partial charges in e from the Mulliken method, atoms 1 to 8:
1. O -0.39
2. C -0.43
3. C -0.67
4. C -0.68
5. C -0.32
6. C 0.21
7. C -0.80
8. H 0.38

---

Record 4
Formula: C23H36ClO14PS
Source: the Open Molecules 2025 dataset
Level of theory: ωB97M-V with the def2-TZVPD basis set

Cartesian coordinates (Å):
Cl  -0.1533  -0.1282  -3.0748
S  -0.8792  -4.8592  -0.6407
P  -0.1577  0.2480  -1.0067
O  -0.9169  -2.7642  2.6273
O  -1.5123  -5.2737  -1.8862
O  5.0911  -0.4335  0.3921
O  -6.2579  1.4055  -2.0672
O  -0.4675  -1.1552  -0.1053
O  -3.2689  -1.0500  0.8518
O  4.2785  4.9273  -0.0959
O  -1.7074  -3.7906  -0.0487
O  -6.2147  -2.8737  -3.1326
O  7.2753  -3.4786  -0.0352
O  -0.9040  -6.1104  0.4454
O  -4.1277  -0.6442  -2.3002
O  -1.1556  4.0521  1.8114
O  -0.1451  3.2518  -1.4562
C  -5.3836  3.1037  0.7265
C  2.7019  -0.1657  -0.2960
C  2.2196  -2.2484  -1.8784
C  3.2746  4.3342  0.2094
C  -4.9146  4.4119  1.2367
C  -4.2633  2.0831  0.5394
C  -3.5271  4.7112  1.5731
C  -2.4636  3.7170  1.4221
C  2.5235  -1.7227  -0.4105
C  1.5873  0.7791  -0.5402
C  0.8662  -4.3191  -0.9141
C  -0.5877  5.0918  0.9481
C  5.0677  0.0023  2.8987
C  0.9618  -3.1875  -2.0135
C  4.2398  1.8506  0.2643
C  0.7776  4.5196  0.4132
C  3.1387  2.7808  0.0235
C  0.6902  3.3050  -0.5913
C  4.9876  -1.0211  1.7076
C  1.9884  5.0264  0.7805
C  4.0096  0.4047  0.1056
C  -2.8627  2.4067  0.8932
C  1.8250  2.2202  -0.3813
H  1.7866  -2.0592  0.3633
H  -6.9495  -3.0240  -3.7376
H  -1.3359  5.2456  0.1311
H  -6.0825  -3.7293  -2.7076
H  -1.7365  -3.0209  3.0650
H  -2.1030  1.5984  0.7426
H  3.5177  -2.1565  -0.0973
H  6.6110  -2.7789  -0.0162
H  1.3929  -4.1032  0.0479
H  1.0652  -3.7196  -3.0044
H  6.1344  0.3218  3.0815
H  -5.6925  5.1905  1.4039
H  3.1190  -2.8502  -2.2016
H  5.8824  -1.7023  1.8139
H  -0.9486  -3.2236  1.7750
H  -5.6045  1.9472  -2.5229
H  -3.2298  5.7145  1.9640
H  -6.4534  2.8938  0.4970
H  -3.2857  -0.7931  -2.7451
H  4.3591  0.8630  2.8201
H  -1.2043  -5.6957  1.2841
H  8.0772  -3.0308  -0.3278
H  -4.5741  1.0793  0.1623
H  -0.4176  5.9922  1.5915
H  -0.0232  -2.6624  -2.0515
H  -6.1140  0.5185  -2.4179
H  2.1933  -1.3509  -2.5520
H  -3.2738  -1.6621  1.5957
H  4.0871  -1.6751  1.8521
H  -4.4868  -1.5326  -2.1752
H  -0.9404  -0.8391  0.6965
H  1.3710  -5.2333  -1.3481
H  -2.8463  -1.5497  0.1401
H  2.0696  5.9076  1.4700
H  4.7794  -0.5676  3.8332
H  5.2231  2.2801  0.5799

Results
Electronic energy (Ha): -3150.964640
LUMO (eV): -0.9
Maximum force (eV/A): 4.7
SMILES string: CCOc1cc2c(c(P(O)Cl)c1CCCCS(=O)(=O)O)C(=O)C(COc1ccccc1)=CC2=O.O.O.O.O.O.O
Charge: 0
2S+1: 1

Atomic partial charges in e from the Mulliken method, atoms 1 to 8:
1. Cl -0.31
2. S 1.09
3. P 0.61
4. O -0.61
5. O -0.59
6. O -0.47
7. O -0.61
8. O -0.48